Entry 1:
{
  "formula": "BrH6O3",
  "method": "the ωB97M-V functional and the def2-TZVPD basis",
  "elements": ["Br", "O", "H", "H", "O", "H", "H", "O", "H", "H"],
  "positions_angstrom": [[0.154, -0.102, 1.560], [-1.362, 1.707, 0.424], [-0.799, 1.133, 0.943], [-2.219, 1.281, 0.440], [-0.215, -1.537, -0.543], [-0.279, -0.993, 0.242], [0.412, -1.080, -1.102], [1.561, -0.490, -0.762], [1.388, 0.266, -1.323], [1.358, -0.185, 0.122]],
  "forces_ev_per_angstrom": [[2.4, 0.0, 7.1], [-2.1, 2.7, -1.8], [-0.1, 0.4, 0.2], [-0.1, -0.1, -0.1], [-4.8, -4.5, -2.3], [-0.8, -0.9, -1.1], [-0.8, -1.0, 0.0], [5.9, 2.4, -3.0], [0.4, 0.6, -0.1], [0.0, 0.3, 1.0]],
  "charge": -1,
  "e_tot_ev": -76281.5580,
  "gap_ev": 8.524
}

Entry 2:
{
  "formula": "C41H39BrCl2F2N3RuS",
  "method": "the ωB97M-V functional and the def2-TZVPD basis",
  "elements": ["Ru", "F", "C", "C", "C", "C", "C", "F", "C", "C", "C", "C", "C", "C", "N", "H", "H", "H", "H", "H", "H", "Cl", "C", "C", "C", "C", "C", "Cl", "C", "S", "H", "H", "H", "C", "C", "C", "C", "C", "Br", "N", "C", "H", "H", "H", "H", "H", "H", "C", "C", "C", "C", "C", "C", "C", "C", "N", "C", "C", "C", "C", "C", "C", "C", "C", "C", "C", "H", "H", "H", "H", "H", "H", "H", "H", "H", "H", "H", "H", "H", "H", "H", "H", "H", "H", "H", "H", "H", "H", "H", "H"],
  "positions_angstrom": [[0.168, -0.174, -0.104], [-3.039, -1.500, 4.032], [-2.044, -0.724, 3.561], [-1.756, -0.754, 2.216], [-0.723, 0.031, 1.707], [-0.034, 0.861, 2.605], [-0.340, 0.830, 3.962], [0.390, 1.566, 4.830], [-1.341, 0.046, 4.475], [1.045, 1.630, 2.006], [1.626, 2.782, 2.532], [2.646, 3.405, 1.843], [3.062, 2.889, 0.624], [2.420, 1.775, 0.130], [1.436, 1.152, 0.798], [-2.341, -1.399, 1.579], [-1.556, 0.022, 5.533], [1.272, 3.173, 3.473], [3.112, 4.294, 2.251], [3.859, 3.344, 0.055], [2.674, 1.359, -0.831], [3.002, -1.108, -0.757], [3.323, -0.527, -2.365], [4.604, -0.711, -2.858], [4.910, -0.291, -4.141], [3.925, 0.309, -4.908], [2.658, 0.496, -4.384], [1.485, 1.275, -5.408], [2.294, 0.096, -3.088], [0.671, 0.398, -2.486], [5.348, -1.183, -2.231], [5.904, -0.434, -4.542], [4.129, 0.640, -5.917], [0.166, 5.526, -0.311], [-0.785, 4.365, -0.261], [-2.104, 4.492, 0.152], [-2.935, 3.390, 0.135], [-2.402, 2.170, -0.254], [-3.610, 0.728, -0.390], [-1.131, 1.996, -0.588], [-0.370, 3.096, -0.628], [-0.369, 6.467, -0.433], [0.868, 5.421, -1.138], [0.750, 5.590, 0.610], [-2.492, 5.457, 0.457], [-3.978, 3.462, 0.404], [0.631, 2.939, -1.005], [3.804, -1.041, 3.828], [3.043, -2.068, 3.032], [3.245, -3.428, 3.221], [2.514, -4.341, 2.479], [2.722, -5.823, 2.656], [1.578, -3.891, 1.553], [1.331, -2.526, 1.340], [2.104, -1.644, 2.105], [0.399, -2.022, 0.413], [-0.399, -2.931, -0.433], [-1.259, -3.936, 0.375], [-2.117, -4.783, -0.572], [-1.217, -5.514, -1.573], [-0.432, -4.495, -2.405], [-1.411, -3.578, -3.149], [-2.294, -2.853, -2.129], [-3.093, -3.878, -1.326], [-1.405, -2.051, -1.175], [0.459, -3.651, -1.486], [4.723, -1.457, 4.240], [3.203, -0.672, 4.663], [4.066, -0.180, 3.208], [3.983, -3.776, 3.936], [3.420, -6.028, 3.468], [3.123, -6.276, 1.747], [1.782, -6.328, 2.885], [1.054, -4.644, 0.990], [1.973, -0.591, 1.966], [-1.904, -3.377, 1.055], [-0.657, -4.592, 0.995], [-2.676, -5.512, 0.020], [-1.830, -6.137, -2.232], [-0.528, -6.181, -1.045], [0.203, -5.017, -3.125], [-2.037, -4.167, -3.826], [-0.860, -2.852, -3.754], [-2.971, -2.166, -2.642], [-3.722, -4.473, -1.996], [-3.756, -3.369, -0.617], [-2.034, -1.549, -0.433], [-0.877, -1.299, -1.767], [0.984, -2.888, -2.070], [1.222, -4.276, -1.023]],
  "forces_ev_per_angstrom": [[-2.2, 0.5, -0.9], [0.0, 0.0, 0.0], [0.0, 0.0, 0.0], [-0.2, 0.2, 0.0], [0.1, -0.5, 0.4], [0.0, 0.1, -0.1], [0.0, 0.1, 0.0], [0.0, 0.0, 0.0], [-0.1, 0.0, 0.0], [0.1, 0.2, 0.0], [0.0, -0.1, 0.0], [0.0, 0.1, 0.0], [0.0, 0.0, 0.1], [0.1, -0.1, 0.1], [0.1, 0.1, 0.0], [0.0, -0.1, 0.0], [0.0, 0.0, 0.0], [0.0, 0.0, 0.0], [0.0, 0.0, 0.0], [0.0, 0.0, 0.0], [0.0, 0.1, 0.0], [0.8, -0.4, -0.3], [-0.1, 0.0, 0.1], [0.0, 0.0, -0.1], [0.0, 0.0, 0.0], [0.0, 0.0, 0.0], [-0.1, 0.1, -0.1], [0.0, 0.0, 0.0], [0.0, 0.0, 0.1], [0.5, 0.0, -0.1], [0.0, 0.0, 0.0], [0.0, 0.0, 0.0], [0.0, 0.0, 0.0], [0.0, 0.0, 0.0], [0.0, 0.0, -0.1], [0.0, 0.1, 0.0], [0.0, 0.0, 0.0], [0.1, 0.2, 0.0], [0.0, -0.1, 0.0], [-0.2, 0.0, 0.3], [0.1, -0.1, -0.1], [0.0, 0.0, 0.0], [0.0, 0.0, 0.0], [0.0, 0.0, 0.0], [0.0, 0.0, 0.0], [0.0, 0.0, 0.0], [0.0, 0.0, 0.0], [0.0, 0.0, 0.0], [-0.1, 0.1, 0.0], [0.1, 0.0, 0.1], [-0.1, 0.0, -0.1], [0.0, 0.0, 0.0], [0.1, -0.2, 0.0], [-0.4, -0.1, -0.1], [-0.1, 0.0, 0.1], [1.3, -0.3, 0.6], [-0.1, -0.3, 0.3], [0.0, 0.0, -0.1], [0.0, 0.0, 0.0], [0.0, 0.0, 0.0], [0.0, 0.0, 0.0], [0.0, 0.0, 0.0], [0.0, 0.0, -0.2], [0.0, 0.0, 0.0], [-0.2, 0.2, 0.5], [0.0, 0.1, -0.1], [0.0, 0.0, 0.0], [0.0, 0.0, 0.0], [0.0, 0.0, 0.0], [0.0, 0.0, 0.0], [0.0, 0.0, 0.0], [0.0, 0.0, 0.0], [0.0, 0.0, 0.0], [0.2, 0.0, 0.0], [0.0, 0.1, 0.0], [0.0, 0.0, 0.1], [-0.2, 0.0, 0.0], [0.0, 0.0, 0.0], [0.0, 0.0, 0.0], [0.0, 0.0, 0.0], [0.0, 0.0, 0.0], [0.0, 0.0, 0.0], [0.0, 0.0, 0.0], [0.0, 0.0, 0.0], [0.0, 0.0, 0.0], [0.0, 0.0, 0.0], [-0.1, -0.1, -0.1], [0.1, 0.2, -0.2], [0.0, 0.0, 0.0], [0.0, 0.0, 0.0]],
  "charge": 0,
  "spin_multiplicity": 2,
  "e_tot_ev": -161561.4334,
  "s_squared": 0.761,
  "gap_ev": [6.651, 6.696]
}

Entry 3:
{
  "formula": "C13H20BrN4O3SSbSe4Tc",
  "method": "the ωB97M-V functional and the def2-TZVPD basis",
  "elements": ["Tc", "Se", "Sb", "Se", "Se", "Se", "N", "C", "C", "C", "N", "C", "C", "N", "C", "H", "H", "H", "H", "H", "H", "H", "H", "H", "H", "H", "H", "H", "H", "H", "H", "Br", "O", "C", "N", "S", "O", "O", "C", "C", "C", "C", "C", "C", "H", "H", "H", "H"],
  "positions_angstrom": [[-0.118, -0.506, 0.626], [-3.738, 2.031, -1.531], [-3.219, 1.401, 0.746], [-2.309, -1.111, 1.001], [-0.630, 1.689, 1.170], [-4.485, 2.037, 2.667], [2.493, -2.279, -2.953], [1.833, -0.990, -2.599], [2.854, 0.130, -2.507], [2.210, 1.234, -1.665], [1.984, 0.717, -0.305], [0.897, 1.701, -2.324], [-0.054, 0.582, -2.789], [-0.844, 0.075, -1.658], [0.685, -0.568, -3.495], [2.848, -2.628, -1.932], [3.272, -2.146, -3.599], [1.829, -2.950, -3.347], [1.427, -1.155, -1.599], [3.101, 0.514, -3.500], [3.774, -0.219, -2.026], [2.891, 2.099, -1.623], [2.005, 1.500, 0.348], [2.751, 0.104, -0.028], [1.164, 2.315, -3.186], [0.353, 2.341, -1.622], [-0.759, 1.029, -3.506], [-1.320, -0.796, -1.929], [-1.604, 0.771, -1.558], [1.048, -0.236, -4.470], [-0.020, -1.390, -3.649], [1.071, -0.875, 2.653], [-1.212, -2.677, -1.583], [-0.226, -3.156, -1.031], [0.508, -2.496, -0.108], [1.846, -3.335, 0.259], [2.108, -3.521, 1.639], [2.961, -2.702, -0.500], [1.470, -4.802, -0.670], [2.159, -5.977, -0.865], [1.669, -6.852, -1.829], [0.527, -6.542, -2.562], [-0.171, -5.365, -2.342], [0.324, -4.486, -1.385], [3.049, -6.204, -0.296], [2.187, -7.781, -2.017], [0.180, -7.230, -3.320], [-1.061, -5.115, -2.900]],
  "forces_ev_per_angstrom": [[0.4, 1.0, -2.1], [0.2, -0.2, 0.4], [0.5, 0.0, 0.4], [-1.3, -0.4, 0.3], [-0.8, 1.9, 0.4], [0.2, -0.2, -0.4], [0.3, -0.2, 0.4], [-0.2, 0.4, 0.0], [-0.1, 0.0, 0.3], [-0.1, 0.2, -0.4], [0.1, -0.3, 0.6], [0.0, -0.1, 0.1], [0.3, 0.2, -0.1], [-0.3, -0.4, 0.5], [-0.1, 0.0, 0.1], [-0.3, 0.1, -0.9], [-0.2, -0.1, 0.0], [0.2, 0.1, 0.1], [0.1, -0.1, -0.3], [0.0, 0.0, 0.0], [0.0, 0.0, 0.0], [-0.1, -0.2, 0.0], [-0.2, -0.2, 0.0], [0.0, 0.1, 0.0], [0.0, 0.0, -0.1], [0.0, 0.0, -0.1], [0.2, -0.1, 0.1], [0.1, 0.4, 0.2], [0.2, -0.3, 0.3], [0.0, 0.0, -0.1], [0.0, 0.0, 0.0], [0.3, 0.0, 0.6], [0.5, -0.8, -0.1], [-1.4, 0.5, -1.0], [0.5, -0.5, 0.5], [1.0, 0.1, -0.2], [0.0, -0.5, 0.0], [0.1, -0.2, 0.5], [-0.7, 0.7, -0.2], [0.2, -0.1, 0.1], [0.0, 0.1, 0.1], [0.0, -0.1, -0.1], [0.1, 0.3, 0.2], [0.1, -0.8, -0.1], [0.1, 0.0, 0.0], [0.0, -0.1, 0.0], [0.0, -0.1, 0.0], [-0.1, 0.0, 0.0]],
  "charge": 0,
  "spin_multiplicity": 4,
  "e_tot_ev": -376910.3296,
  "s_squared": 3.803,
  "gap_ev": [6.416, 5.791]
}

Entry 4:
{
  "formula": "C23H59ClGaO11",
  "method": "the ωB97M-V functional and the def2-TZVPD basis",
  "elements": ["C", "C", "C", "O", "Ga", "Cl", "H", "H", "H", "H", "H", "H", "H", "H", "H", "C", "O", "C", "C", "O", "C", "H", "H", "H", "H", "H", "H", "H", "H", "H", "H", "C", "O", "C", "C", "O", "C", "H", "H", "H", "H", "H", "H", "H", "H", "H", "H", "C", "O", "C", "C", "O", "C", "H", "H", "H", "H", "H", "H", "H", "H", "H", "H", "C", "O", "C", "C", "O", "C", "H", "H", "H", "H", "H", "H", "H", "H", "H", "H", "C", "O", "C", "C", "O", "C", "H", "H", "H", "H", "H", "H", "H", "H", "H", "H"],
  "positions_angstrom": [[2.979, -2.125, -1.003], [1.829, -1.509, -1.789], [1.111, -0.397, -1.006], [-0.228, -0.231, -1.344], [-1.496, -1.568, -1.037], [-0.749, -2.723, 0.806], [3.896, -1.529, -1.037], [2.696, -2.226, 0.049], [3.245, -3.121, -1.360], [2.176, -1.123, -2.754], [1.080, -2.274, -2.015], [1.635, 0.559, -1.162], [1.222, -0.642, 0.062], [-2.860, -0.859, -0.671], [-1.521, -2.634, -2.210], [7.817, -5.700, 1.220], [6.982, -5.413, 2.321], [6.526, -4.069, 2.353], [5.148, -3.904, 1.749], [5.141, -4.204, 0.366], [4.527, -5.437, 0.054], [7.998, -6.774, 1.225], [7.354, -5.414, 0.273], [8.780, -5.180, 1.309], [7.235, -3.418, 1.827], [6.494, -3.758, 3.401], [4.829, -2.864, 1.873], [4.432, -4.536, 2.283], [3.453, -5.408, 0.266], [4.978, -6.266, 0.611], [4.666, -5.601, -1.013], [-6.134, 4.052, -1.807], [-4.732, 4.125, -1.926], [-4.040, 3.451, -0.879], [-3.617, 2.051, -1.257], [-4.754, 1.235, -1.501], [-4.889, 0.841, -2.845], [-6.559, 4.489, -2.711], [-6.480, 3.020, -1.706], [-6.489, 4.623, -0.939], [-4.664, 3.418, 0.021], [-3.153, 4.042, -0.640], [-3.044, 1.612, -0.436], [-2.959, 2.065, -2.131], [-4.097, 0.141, -3.133], [-4.867, 1.703, -3.523], [-5.851, 0.336, -2.939], [-5.985, 6.821, 3.678], [-4.771, 6.623, 4.373], [-4.297, 5.287, 4.316], [-3.233, 5.097, 3.255], [-3.742, 5.319, 1.954], [-3.386, 6.564, 1.391], [-6.182, 7.892, 3.677], [-5.928, 6.461, 2.648], [-6.815, 6.310, 4.181], [-5.127, 4.598, 4.126], [-3.871, 5.043, 5.293], [-2.867, 4.067, 3.304], [-2.389, 5.766, 3.456], [-2.318, 6.598, 1.148], [-3.620, 7.395, 2.064], [-3.955, 6.670, 0.468], [1.014, -0.471, 2.939], [2.395, -0.209, 3.169], [2.667, 1.118, 3.553], [2.960, 1.244, 5.036], [1.845, 0.945, 5.855], [1.807, -0.399, 6.293], [0.907, -1.536, 2.750], [0.411, -0.179, 3.805], [0.653, 0.059, 2.053], [1.833, 1.777, 3.286], [3.551, 1.461, 3.003], [3.253, 2.276, 5.251], [3.803, 0.591, 5.292], [2.614, -0.598, 7.009], [1.893, -1.101, 5.462], [0.850, -0.546, 6.791], [-1.137, -1.321, -5.104], [-0.924, -2.718, -5.022], [-1.071, -3.399, -6.244], [0.274, -3.814, -6.809], [1.090, -2.706, -7.141], [1.990, -2.339, -6.109], [-0.777, -0.877, -4.177], [-0.597, -0.903, -5.959], [-2.205, -1.094, -5.208], [-1.603, -2.781, -6.978], [-1.667, -4.303, -6.069], [0.118, -4.395, -7.723], [0.784, -4.454, -6.079], [2.771, -3.099, -5.986], [1.482, -2.202, -5.153], [2.456, -1.402, -6.411]],
  "forces_ev_per_angstrom": [[0.2, -0.1, 0.0], [-0.2, 0.1, 0.0], [0.1, -0.1, 0.1], [0.0, 0.2, -0.1], [-0.1, -0.1, -0.1], [0.0, 0.0, 0.1], [-0.1, 0.1, 0.0], [0.0, -0.1, 0.0], [0.0, 0.0, -0.1], [0.0, 0.0, 0.0], [0.0, 0.0, 0.1], [0.0, 0.0, 0.0], [0.0, 0.0, 0.0], [0.0, 0.0, 0.1], [0.0, 0.0, 0.0], [0.0, 0.0, 0.0], [0.0, 0.0, 0.0], [0.0, 0.0, -0.1], [-0.1, 0.1, 0.0], [0.2, -0.1, 0.0], [-0.1, 0.0, 0.0], [0.0, 0.0, 0.0], [0.0, 0.0, 0.0], [0.0, 0.0, 0.0], [0.0, 0.0, 0.0], [0.0, 0.0, 0.0], [0.0, 0.0, 0.0], [0.0, 0.0, 0.0], [0.0, 0.0, 0.0], [0.0, 0.0, 0.0], [0.0, 0.0, 0.0], [0.0, 0.0, 0.0], [0.0, 0.0, 0.0], [0.0, 0.0, 0.1], [0.0, -0.1, 0.1], [-0.1, 0.1, 0.0], [0.1, -0.1, 0.0], [0.0, 0.0, 0.0], [0.0, 0.0, 0.0], [0.0, 0.0, 0.0], [0.0, 0.0, 0.0], [0.0, 0.0, 0.0], [0.0, 0.0, 0.0], [0.0, 0.0, 0.0], [0.0, 0.0, 0.0], [0.0, 0.0, 0.0], [0.0, 0.0, 0.0], [0.0, 0.0, 0.0], [0.0, 0.0, 0.0], [0.0, -0.1, 0.0], [0.1, 0.0, 0.0], [-0.1, 0.0, 0.0], [0.0, 0.0, 0.0], [0.0, 0.0, 0.0], [0.0, 0.0, 0.0], [0.0, 0.0, 0.0], [0.0, 0.0, 0.0], [0.0, 0.0, 0.0], [0.0, 0.0, 0.0], [0.0, 0.0, 0.0], [0.0, 0.0, 0.0], [0.0, 0.0, 0.0], [0.0, 0.0, 0.0], [0.0, 0.0, 0.0], [0.0, 0.0, 0.1], [0.0, 0.1, 0.0], [0.1, -0.1, 0.0], [0.0, 0.0, 0.0], [0.0, 0.0, 0.0], [0.0, 0.0, 0.0], [0.0, 0.0, 0.0], [0.0, 0.0, 0.0], [0.0, 0.0, 0.0], [0.0, 0.0, 0.0], [0.0, 0.0, 0.0], [0.0, 0.0, 0.0], [0.0, 0.0, 0.0], [0.0, 0.0, 0.0], [0.0, 0.0, 0.0], [0.0, 0.0, 0.0], [0.0, 0.0, 0.0], [0.0, 0.0, -0.1], [0.0, 0.0, 0.1], [0.0, 0.0, 0.0], [0.0, 0.0, 0.0], [0.0, 0.0, 0.0], [0.0, 0.1, 0.1], [0.0, 0.0, 0.0], [0.0, 0.0, 0.0], [0.0, 0.0, 0.0], [0.0, 0.0, 0.0], [0.0, 0.0, 0.0], [0.0, 0.0, 0.0], [0.0, 0.0, 0.0], [0.0, 0.0, 0.0]],
  "charge": -1,
  "e_tot_ev": -112225.5789,
  "gap_ev": 7.499
}